116
Properties=species:S:1:pos:R:3:mulliken_charge:R:1 method="wB97M-V/def2-TZVPD" e_homo_ev=-10.1 largest_force_ha_per_bohr=0.0988 energy_ha=-3845.37484 smiles="C[C@H]1COC(=O)O1.C[C@H]1COC(=O)O1.O=C1OCCO1.O=C1OCCO1.O=C1OCCO1.O=C1OCCO1.O=C1OCCO1.O=C1OCCO1.O=C1OCCO1.O=C1OCCO1.O=C1OCCO1" lumo_energy_ev=-0.42
C 0.063 0.279 -3.590 -0.55
C 0.798 0.557 -4.904 0.33
C 2.253 0.965 -4.667 0.66
O 3.002 0.002 -5.275 -0.39
C 2.274 -0.868 -5.920 0.63
O 2.695 -1.818 -6.633 -0.65
O 0.954 -0.617 -5.677 -0.30
H -0.885 -0.245 -3.713 0.49
H -0.107 1.198 -3.029 -0.02
H 0.653 -0.479 -3.074 -0.07
H 0.163 1.237 -5.471 0.28
H 2.366 0.804 -3.594 -0.66
H 2.511 1.936 -5.090 0.31
C -0.344 -1.763 0.915 0.84
C 0.842 -0.813 1.115 1.09
C 0.670 0.523 0.383 1.57
O 0.902 1.412 1.475 -0.03
C 0.940 0.797 2.616 0.14
O 0.808 1.345 3.694 -0.56
O 0.808 -0.489 2.481 -0.32
H -1.229 -1.445 1.466 -0.48
H -0.043 -2.758 1.242 0.46
H -0.673 -1.919 -0.112 -1.16
H 1.742 -1.267 0.700 0.03
H -0.294 0.673 -0.103 -0.42
H 1.375 0.772 -0.410 -1.44
O -3.197 2.718 3.411 -0.59
C -3.023 1.500 3.387 0.55
O -2.711 0.699 4.476 -0.27
C -2.637 -0.676 4.053 0.33
C -3.577 -0.582 2.825 -0.18
O -3.257 0.738 2.320 -0.19
H -1.595 -0.873 3.800 -0.22
H -3.031 -1.350 4.814 0.48
H -4.588 -0.781 3.181 0.32
H -3.415 -1.355 2.073 -0.16
O 2.595 -1.513 -1.888 0.07
C 3.833 -1.702 -1.905 0.27
O 4.525 -2.309 -0.853 -0.37
C 5.938 -2.217 -1.196 -0.47
C 5.925 -1.899 -2.694 -0.38
O 4.635 -1.382 -2.853 -0.25
H 6.485 -1.587 -0.494 0.26
H 6.345 -3.200 -0.959 0.33
H 6.175 -2.814 -3.230 0.33
H 6.667 -1.159 -2.993 0.32
O -1.312 4.385 -5.259 -0.61
C -1.680 3.955 -4.160 0.67
O -1.075 4.187 -2.968 -0.33
C -1.798 3.519 -1.902 0.79
C -2.990 2.930 -2.594 -0.04
O -2.767 3.202 -3.940 -0.37
H -1.084 2.786 -1.528 -0.48
H -2.150 4.117 -1.061 0.07
H -3.844 3.551 -2.323 0.38
H -3.104 1.883 -2.314 0.02
O -0.772 -3.692 -6.322 -0.61
C -0.626 -3.769 -5.132 0.69
O -0.636 -4.889 -4.437 -0.42
C -0.424 -4.682 -3.058 -0.06
C 0.028 -3.295 -3.130 0.87
O -0.542 -2.766 -4.332 -0.19
H -1.417 -4.742 -2.611 -0.03
H 0.400 -5.233 -2.605 0.38
H 1.114 -3.204 -3.109 0.36
H -0.432 -2.754 -2.303 -1.15
O -2.607 -0.468 -2.101 -0.36
C -3.024 -1.551 -1.864 0.47
O -3.128 -2.528 -2.760 -0.29
C -3.980 -3.538 -2.373 -0.39
C -4.054 -3.291 -0.835 -0.19
O -3.549 -1.967 -0.709 -0.22
H -4.937 -3.565 -2.895 0.21
H -3.541 -4.517 -2.566 0.27
H -3.485 -3.965 -0.195 0.18
H -5.073 -3.265 -0.449 0.33
O 2.258 5.214 1.410 -0.62
C 1.196 4.739 1.721 0.61
O 0.083 4.627 0.903 -0.25
C -1.064 4.582 1.656 -0.37
C -0.559 4.210 3.015 0.66
O 0.784 4.424 2.954 -0.40
H -1.708 5.453 1.530 0.29
H -1.744 3.813 1.289 0.11
H -0.714 3.147 3.200 -0.43
H -1.094 4.913 3.654 0.38
O -3.179 -4.108 2.346 -0.51
C -2.156 -4.242 2.935 0.71
O -2.004 -3.743 4.192 -0.33
C -0.663 -3.998 4.643 -0.24
C 0.034 -4.673 3.462 -0.23
O -1.012 -4.819 2.451 -0.35
H -0.190 -3.044 4.879 0.17
H -0.648 -4.528 5.595 0.33
H 0.361 -5.696 3.644 0.32
H 0.891 -4.134 3.057 0.23
O -1.270 5.166 6.305 -0.63
C -1.153 3.937 6.415 0.78
O -2.096 3.166 6.894 -0.34
C -1.589 1.933 7.189 -0.43
C -0.250 1.808 6.606 0.51
O -0.002 3.188 6.319 -0.36
H -1.477 1.869 8.271 0.32
H -2.369 1.212 6.945 0.21
H -0.269 1.105 5.773 -0.34
H 0.476 1.470 7.346 0.33
O 1.771 3.497 -3.038 -0.56
C 2.749 3.207 -2.311 0.38
O 2.865 2.129 -1.640 0.23
C 4.063 1.997 -0.839 0.29
C 4.776 3.199 -1.376 -0.58
O 3.850 3.945 -2.063 -0.40
H 3.918 2.034 0.240 0.22
H 4.579 1.112 -1.211 -0.25
H 5.565 3.008 -2.103 0.29
H 5.140 3.774 -0.525 0.35

101
Properties=species:S:1:pos:R:3:mulliken_charge:R:1 method="wB97M-V/def2-TZVPD" e_homo_ev="-8.3 / -9.2" largest_force_ha_per_bohr=0.0364 energy_ha=-5665.46993 multiplicity=3 lumo_energy_ev="-0.86 / -0.86"
C -7.985 1.869 4.168 -1.38
C -8.095 2.174 2.670 1.12
C -8.871 1.018 2.015 -1.74
C -8.887 3.450 2.389 -0.92
C -8.202 4.813 2.705 -1.15
C -6.750 4.722 3.055 1.07
N -5.912 4.536 2.075 -0.61
C -4.593 4.476 2.420 0.19
C -3.623 4.291 1.411 -0.46
C -2.269 4.257 1.712 -0.37
Cl -1.182 4.034 0.380 -0.22
C -1.817 4.409 3.061 0.08
C -0.326 4.386 3.322 1.06
F 0.245 5.379 2.600 -0.30
F 0.208 3.224 2.895 -0.06
C 0.181 4.617 4.770 0.31
F -0.506 5.619 5.346 -0.29
F 1.458 5.008 4.703 -0.29
C 0.112 3.404 5.731 0.64
F 0.537 3.858 6.920 -0.32
F -1.145 2.978 5.882 -0.25
C 0.987 2.164 5.369 0.69
F 1.270 1.518 6.497 -0.28
F 0.310 1.337 4.592 -0.24
F 2.121 2.493 4.787 -0.24
C -2.778 4.575 4.036 0.11
C -4.160 4.612 3.738 -0.33
N -5.052 4.788 4.753 -0.53
C -6.292 4.838 4.411 -0.28
Br -7.520 5.089 5.837 -0.12
H -8.841 2.248 4.716 0.26
H -7.065 2.234 4.613 0.27
H -7.972 0.790 4.300 0.48
H -7.118 2.184 2.197 0.13
H -8.315 0.090 2.094 0.42
H -9.817 0.894 2.541 0.35
H -9.089 1.227 0.973 0.43
H -9.823 3.385 2.939 0.31
H -9.156 3.455 1.338 0.37
H -8.224 5.394 1.788 0.31
H -8.747 5.387 3.441 0.52
H -3.953 4.175 0.394 0.57
H -2.514 4.712 5.069 0.69
C 4.214 0.780 2.066 -1.82
C 3.128 -0.133 1.464 2.25
C 3.114 -1.466 2.211 -1.30
C 4.345 -2.320 1.910 -0.60
C 4.513 -2.528 0.404 -1.29
C 4.472 -1.237 -0.419 2.12
N 3.339 -0.360 0.003 0.41
O 2.238 -0.752 -0.553 -0.62
C 5.810 -0.480 -0.314 -1.89
C 4.319 -1.594 -1.893 -2.37
C 1.814 0.610 1.673 -2.15
H 3.896 1.117 3.052 0.33
H 5.173 0.292 2.217 0.31
H 4.370 1.665 1.447 0.42
H 2.215 -2.028 1.938 0.44
H 3.045 -1.273 3.284 0.35
H 5.246 -1.866 2.330 0.32
H 4.240 -3.291 2.398 0.42
H 5.455 -3.044 0.203 0.41
H 3.716 -3.195 0.059 0.37
H 5.745 0.479 -0.828 0.40
H 6.601 -1.060 -0.790 0.44
H 6.138 -0.298 0.706 0.36
H 3.455 -2.232 -2.075 0.41
H 5.201 -2.137 -2.232 0.44
H 4.216 -0.698 -2.508 0.53
H 1.815 1.556 1.127 0.60
H 1.682 0.832 2.725 0.11
H 0.950 0.032 1.350 0.51
C 4.201 -3.025 -5.484 -1.77
C 2.790 -3.041 -6.101 1.76
C 1.748 -3.012 -4.984 -1.41
C 1.689 -4.324 -4.203 -0.24
C 1.466 -5.511 -5.142 -1.48
C 2.434 -5.569 -6.327 1.78
N 2.578 -4.232 -6.978 0.48
O 1.594 -4.018 -7.790 -0.60
C 3.809 -6.102 -5.882 -1.74
C 1.914 -6.581 -7.344 -1.84
C 2.700 -1.773 -6.943 -1.77
H 4.400 -2.043 -5.056 0.49
H 4.334 -3.730 -4.667 0.18
H 4.967 -3.219 -6.237 0.35
H 0.761 -2.807 -5.410 0.37
H 1.972 -2.185 -4.306 0.40
H 2.603 -4.470 -3.620 0.19
H 0.874 -4.278 -3.479 0.48
H 1.538 -6.446 -4.582 0.41
H 0.441 -5.458 -5.523 0.37
H 4.520 -6.058 -6.708 0.38
H 3.720 -7.145 -5.576 0.46
H 4.238 -5.573 -5.035 0.33
H 0.893 -6.367 -7.653 0.38
H 1.924 -7.575 -6.897 0.42
H 2.542 -6.602 -8.235 0.44
H 3.431 -1.795 -7.753 0.42
H 2.911 -0.907 -6.317 0.41
H 1.713 -1.633 -7.379 0.40